1.
Computed, not measured: C8H8BaN2O2S as an isolated structure in a non-equilibrium geometry, with ωB97M-V/def2-TZVPD.

The geometry in ORCA input format:
```
! wB97M-V def2-TZVPD RIJCOSX def2/J DEFGRID3
* xyz 2 1
O -0.68930 2.67603 -2.60866
C -0.57684 1.29668 -2.07902
C -1.15072 1.11782 -0.62086
C -0.34302 0.11289 0.25783
C -0.28777 0.38166 1.71105
C 0.44016 -0.57406 2.62103
N 0.54625 -0.40656 4.01728
S 1.46825 -1.72465 4.44835
N 1.80439 -2.58313 3.05373
C 1.13731 -1.80929 2.09995
C 1.07002 -2.05988 0.62729
C 0.35104 -1.11903 -0.24535
O 0.30556 -1.45221 -1.62121
H 0.03365 3.17302 -2.14507
H 0.54736 1.01174 -2.06211
H -1.07458 0.50789 -2.77987
H -2.26229 0.88968 -0.59950
H -1.06346 2.13114 -0.11432
H -0.80796 1.26586 2.15237
H 1.55857 -2.96131 0.16534
H -0.57748 -1.77630 -1.88213
Ba -0.42912 1.90202 -4.39612
*
```

The calculation puts the HOMO-LUMO gap at 5.4176 eV. The calculation puts the total energy at -27008.6408 eV.

2.
Computed, not measured: C16H13LuN2O6 as an isolated structure in a non-equilibrium geometry, with ωB97M-V/def2-TZVPD.

The geometry in ORCA input format:
```
! wB97M-V def2-TZVPD RIJCOSX def2/J DEFGRID3
* xyz 2 1
O -0.42192 -3.81578 -0.36441
C -1.21172 -4.34041 0.38520
Lu -1.21091 0.65253 0.11964
O 1.64046 -1.55390 0.42140
C 0.67501 -0.91891 0.43393
C 1.02537 1.05274 -0.99870
O 2.20965 1.22691 -1.13271
C -0.01604 1.83019 -1.91824
O -0.08754 2.66088 -2.87634
C -0.66159 -0.87890 -1.82827
O -0.18817 -1.45440 -2.70200
H -2.62010 2.01998 0.23516
C -0.09289 1.08937 6.68200
N 0.09141 1.41326 5.26937
N -0.80973 1.05494 4.32293
C -0.35878 1.42801 3.12210
O -0.99853 1.12157 2.02784
C 0.86827 2.13343 3.35170
C 1.10274 2.08538 4.67735
C 2.17783 2.67502 5.46470
C -1.97686 0.26078 4.62531
C -2.91041 0.75958 5.52479
C -3.97050 -0.07527 5.92591
C -4.10111 -1.35119 5.37243
C -3.17648 -1.79198 4.41860
C -2.11719 -0.97702 4.02972
H -1.01815 1.52265 7.05502
H 0.74065 1.50550 7.22555
H -0.12354 0.01331 6.85157
H 1.44550 2.58377 2.55982
H 1.83199 3.48505 6.16436
H 2.76344 1.95449 6.07717
H 2.90372 3.16544 4.78380
H -2.82345 1.78500 5.92591
H -4.68596 0.29210 6.67905
H -4.92149 -1.99004 5.67751
H -3.27752 -2.78648 3.97439
H -1.39034 -1.30011 3.28608
*
```

The calculation puts the HOMO-LUMO gap (alpha / beta) at 4.8157 / 4.8086 eV. The calculation puts the total energy at -65665.8528 eV.

3.
Computed, not measured: one molecule with the formula C12H17N in a non-equilibrium geometry, with ωB97M-V/def2-TZVPD.

The geometry in ORCA input format:
```
! wB97M-V def2-TZVPD RIJCOSX def2/J DEFGRID3
* xyz 0 1
C 3.77208 -1.14999 -0.63186
C 2.83673 -0.01013 -0.46879
C 3.52507 1.36853 -0.52819
C 0.71712 -0.06715 1.05174
C -0.05900 -1.25719 0.39961
C -1.42831 -0.69590 0.03763
C -2.61916 -1.39469 -0.18046
C -3.76696 -0.68707 -0.39990
C -3.76563 0.67441 -0.43906
C -2.60220 1.42804 -0.14531
C -1.44414 0.70555 0.11047
C -0.06420 1.19213 0.49798
H 3.09042 -2.09306 -0.87433
H 4.52883 -1.13030 -1.47283
H 4.42142 -1.31067 0.29561
H 2.05106 -0.05749 -1.30681
H 2.78612 2.14078 -0.30496
H 3.94423 1.55953 -1.51662
H 4.30991 1.43942 0.22420
H 2.54221 -0.74202 1.40988
H 0.50415 -0.01244 2.14445
H -0.14441 -2.19118 0.94312
H 0.51525 -1.54936 -0.49470
H -2.62426 -2.47045 -0.16535
H -4.71065 -1.23397 -0.56821
H -4.63504 1.29768 -0.60957
H -2.62698 2.51513 -0.18400
H 0.37375 1.63347 -0.46337
H -0.04438 1.95841 1.27267
N 2.15856 -0.05610 0.83537
*
```

The calculation puts the HOMO-LUMO gap at 9.4497 eV. The calculation puts the total energy at -14209.3637 eV.

4.
Computed, not measured: one molecule with the formula C9H14O in a non-equilibrium geometry, with ωB97M-V/def2-TZVPD.

The geometry in ORCA input format:
```
! wB97M-V def2-TZVPD RIJCOSX def2/J DEFGRID3
* xyz 0 1
C 1.78374 -2.00005 1.38267
C 2.07569 -1.36299 0.41087
C 2.14667 -0.76480 -0.92349
C 1.78276 0.75042 -0.97645
C 0.96958 1.28162 0.20991
C -0.40751 0.64105 0.41072
C -1.02287 -0.24979 -0.67250
C -2.53580 -0.33823 -0.23223
C -2.54964 0.64647 0.95625
O -1.45423 1.51921 0.82350
H 1.53281 -2.61906 2.19851
H 1.53058 -1.29876 -1.64130
H 3.18459 -0.85214 -1.24836
H 1.22546 0.94374 -1.89187
H 2.71144 1.31980 -1.00650
H 0.79131 2.34545 0.00650
H 1.53614 1.26747 1.13755
H -0.26890 0.03579 1.32346
H -0.91865 0.21568 -1.64871
H -0.55192 -1.21991 -0.52839
H -2.69240 -1.37935 0.02284
H -3.07478 -0.02079 -1.12184
H -3.50312 1.11356 1.17592
H -2.29092 0.02562 1.83294
*
```

The calculation puts the HOMO-LUMO gap at 10.4636 eV. The calculation puts the total energy at -11604.7532 eV.

5.
Computed, not measured: one molecule with the formula C3H3N3O, with ωB97M-V/def2-TZVPD.

The geometry in ORCA input format:
```
! wB97M-V def2-TZVPD RIJCOSX def2/J DEFGRID3
* xyz 0 1
N 2.10513 0.14538 0.93798
C 1.33130 0.76966 0.22516
N 0.50307 1.35982 -0.47233
N -0.09214 0.48770 -1.38931
O -1.50504 0.50892 1.25909
C -1.44591 -0.43267 0.50703
C -0.86275 -0.39087 -0.87900
H 3.06900 0.12141 0.61462
H -1.91796 -1.39999 0.76289
H -1.18471 -1.16936 -1.56614
*
```

The calculation puts the HOMO-LUMO gap at 8.9322 eV. The calculation puts the total energy at -9674.1462 eV.

6.
Computed, not measured: a 2-piece molecular cluster, C8H12BF7IN2O8PS3 overall in a non-equilibrium geometry, with ωB97M-V/def2-TZVPD.

The geometry in ORCA input format:
```
! wB97M-V def2-TZVPD RIJCOSX def2/J DEFGRID3
* xyz 0 1
O -3.53449 2.72830 0.76032
B -2.73008 2.81969 -0.47825
O -1.66632 3.87684 -0.52855
O -2.89595 1.99726 -1.69262
N -2.94303 0.68253 -1.41612
C -1.91125 -0.26155 -1.33614
C -0.37522 0.26263 -1.56327
C 0.77915 -0.58962 -0.77250
C 0.44113 -0.94450 0.79067
C 1.10457 0.06748 1.89648
F 1.11650 -0.69673 3.19998
F 2.55400 0.38552 1.63403
C 0.20890 1.42545 2.20121
F 0.64465 2.59855 1.39032
F -1.25953 1.21113 2.11836
F 0.48621 1.76333 3.64708
S -2.56293 -2.01174 -0.95843
C -3.99931 -1.24161 -0.00549
P -5.63580 -2.22503 0.03733
O -5.38570 -3.73495 -0.86081
I -6.21375 -2.96849 2.32497
C -4.27389 -0.02942 -1.12450
H -3.09586 3.39727 1.39615
H -0.80949 3.46539 -0.84649
H -0.14885 0.12664 -2.72749
H -0.20991 1.41263 -1.35005
H 1.08949 -1.57567 -1.35697
H 1.76090 0.08807 -0.78115
H 0.91885 -2.01893 0.99726
H -0.69538 -1.04724 1.04794
H -3.47102 -0.93259 1.00008
H -4.84679 -4.30919 -0.24138
H -4.93707 -0.36515 -2.02817
H -4.89873 0.72767 -0.44681
N 6.06169 -1.12247 0.15071
S 6.02696 -1.11973 -1.41962
O 7.30630 -1.15373 -2.12022
O 4.95989 -0.37122 -2.07306
F 5.52100 -2.61877 -1.67627
S 6.60028 0.24170 0.71698
O 6.95878 0.19030 2.13431
O 5.92465 1.47006 0.31755
F 8.03647 0.39989 0.04259
*
```

The calculation puts the HOMO-LUMO gap at 5.2214 eV. The calculation puts the total energy at -97437.8107 eV.

7.
Computed, not measured: C6H6O as an isolated structure in a non-equilibrium geometry, with ωB97M-V/def2-TZVPD.

The geometry in ORCA input format:
```
! wB97M-V def2-TZVPD RIJCOSX def2/J DEFGRID3
* xyz 0 1
C -1.46035 0.31694 -1.24602
C -0.30591 -0.39091 -1.24744
C -1.47006 1.12013 -0.06405
C 0.30222 -0.15717 0.00987
C -0.43690 0.82558 0.74977
C 1.89461 -1.20238 0.50774
O 2.54879 -1.07928 1.64030
H -2.05945 0.38964 -2.17702
H -0.21874 -1.19226 -2.02771
H -1.98477 2.06866 0.04907
H -0.39997 1.17972 1.77944
H 2.39987 -1.98011 -0.08465
H 2.15073 -0.68540 2.39345
*
```

The calculation puts the HOMO-LUMO gap (alpha / beta) at 8.3500 / 6.1957 eV. The calculation puts the total energy at -8360.6727 eV.

8.
Computed, not measured: C49H44BrFMoNO5S as an isolated structure, with ωB97M-V/def2-TZVPD.

The geometry in ORCA input format:
```
! wB97M-V def2-TZVPD RIJCOSX def2/J DEFGRID3
* xyz 3 1
Mo 0.24477 0.48791 -1.30585
C -0.48211 -1.55043 5.21542
C -0.84727 -0.59467 4.10876
C -1.86913 0.44199 4.54007
O -1.30059 -1.34473 2.97206
C -1.09926 -0.53465 1.85180
C 0.16396 0.33717 2.25219
O 0.33739 0.04770 3.61026
C 1.57123 0.31236 1.59179
O 1.19545 0.55120 0.16480
C 2.33617 1.54171 2.04504
C 2.21935 2.77497 1.41328
C 2.91883 3.87289 1.89306
C 3.72161 3.75066 3.01689
C 3.82426 2.52518 3.65859
C 3.14204 1.42137 3.17241
C 2.45087 -0.91747 1.60721
C 3.57038 -0.92245 0.77289
C 4.50040 -1.94216 0.83937
C 4.34478 -2.96009 1.77368
C 3.25053 -2.94722 2.61936
C 2.30218 -1.93533 2.53580
C -1.25553 -1.41128 0.59146
O -1.06487 -0.39096 -0.51031
C -2.68271 -1.87583 0.37279
C -2.93756 -2.70001 -0.72647
C -4.22097 -3.14243 -0.99089
C -5.26736 -2.77736 -0.14974
C -5.01762 -1.97427 0.95109
C -3.73028 -1.52318 1.21544
C -0.25455 -2.51481 0.36156
C 0.52831 -2.59133 -0.78335
C 1.42644 -3.63289 -0.97086
C 1.51378 -4.64360 -0.02846
C 0.68393 -4.61073 1.08138
C -0.19092 -3.55632 1.28327
H -1.38386 -1.97545 5.65132
H 0.05633 -1.01725 5.99601
H 0.13780 -2.36114 4.83891
H -2.79170 -0.04848 4.84563
H -2.09495 1.15322 3.74461
H -1.48074 1.00480 5.38643
H -1.91404 0.19829 1.76351
H -0.14333 1.38726 2.13156
H 1.57166 2.90825 0.55204
H 2.83071 4.82714 1.39184
H 4.26306 4.60671 3.39360
H 4.44507 2.42344 4.53748
H 3.24015 0.46651 3.67180
H 3.74958 -0.08769 0.10563
H 5.37020 -1.92461 0.19591
H 5.08563 -3.74342 1.85351
H 3.13215 -3.72465 3.36294
H 1.46600 -1.93126 3.21638
H -2.12264 -3.02970 -1.36020
H -4.40495 -3.79672 -1.83271
H -6.26776 -3.14166 -0.33985
H -5.82136 -1.71152 1.62473
H -3.56183 -0.92145 2.09817
H 0.37892 -1.90608 -1.62007
H 2.03148 -3.67589 -1.86727
H 2.20152 -5.46522 -0.17084
H 0.72031 -5.41447 1.80413
H -0.83372 -3.54738 2.15061
F -1.01110 6.38552 -1.61521
C -0.78608 5.09357 -1.53698
C -0.06386 4.48591 -2.55729
C 0.15750 3.12354 -2.48427
C -0.31860 2.40370 -1.37417
C -1.04146 3.04101 -0.35447
C -1.28850 4.39570 -0.44247
H 0.29530 5.08281 -3.38459
H 0.69802 2.63480 -3.28953
H -1.41303 2.48499 0.49636
H -1.84805 4.92653 0.31536
C -1.53734 0.01996 -5.46089
S -1.89809 -0.35618 -3.75431
O -0.54025 0.08069 -3.04439
C -3.06082 0.84343 -3.25129
C -3.01825 2.17848 -3.66551
C -3.99466 3.04066 -3.20982
C -4.99548 2.57492 -2.35725
C -5.02430 1.25265 -1.94388
C -4.05016 0.36969 -2.38818
H -1.22848 1.05532 -5.57875
H -2.45585 -0.17357 -6.01591
H -0.76048 -0.66782 -5.78743
H -2.24741 2.53749 -4.33465
H -3.99726 4.07357 -3.52901
H -5.76589 3.25683 -2.02345
H -5.80782 0.90199 -1.28720
H -4.05736 -0.66673 -2.07103
Br 5.64212 2.21245 -2.19741
C 4.32264 0.97250 -2.65807
C 4.56661 -0.06175 -3.55851
C 3.55117 -0.96081 -3.84338
C 2.32076 -0.81190 -3.23276
N 2.08879 0.18576 -2.36107
C 3.07098 1.05943 -2.06926
H 5.53937 -0.16009 -4.02222
H 3.71167 -1.77685 -4.53348
H 1.50110 -1.48693 -3.43334
H 2.85894 1.82623 -1.33190
*
```

The calculation puts the HOMO-LUMO gap at 5.0999 eV. The calculation puts the total energy at -148679.3839 eV.